1.
A structure of composition C29H45ClIN4NaOP, computed with the ωB97M-V functional and the def2-TZVPD basis.

```
83
C29H45ClIN4NaOP, DFT the ωB97M-V functional and the def2-TZVPD basis
Na 2.34787 -0.31413 0.26143
C -6.38687 -0.64299 0.28316
C -5.37000 0.13895 -0.55640
C -5.88368 1.57471 -0.73617
C -5.30102 -0.49659 -1.95582
C -3.94406 0.14998 0.10482
O -3.08745 0.79237 -0.83801
C -3.95043 0.91221 1.44094
C -2.60846 1.27169 2.10359
C -1.77933 2.29655 1.35514
C -2.34542 3.48719 0.90545
C -1.58787 4.43636 0.23763
C -0.23676 4.20006 0.03058
Cl 0.71357 5.39372 -0.80583
C 0.36001 3.04026 0.48074
C -0.42091 2.09035 1.12899
C -3.48477 -1.31210 0.30456
N -2.08626 -1.46733 0.67345
C -0.97662 -1.13377 0.01029
N 0.09116 -1.45817 0.71341
C -0.43922 -2.03479 1.82690
N -1.75353 -2.07440 1.83618
H -7.36984 -0.57019 -0.18708
H -6.47824 -0.24503 1.29471
H -6.13909 -1.70336 0.35131
H -6.76230 1.56455 -1.38371
H -5.12465 2.20436 -1.20118
H -6.18730 2.02899 0.20705
H -6.24382 -0.31978 -2.47660
H -5.15806 -1.57712 -1.91792
H -4.49831 -0.06042 -2.54773
H -2.47222 1.38339 -0.37694
H -4.52325 0.32381 2.15982
H -4.49501 1.84361 1.29422
H -2.00276 0.38959 2.30942
H -2.85885 1.68995 3.08232
H -3.39874 3.68252 1.07525
H -2.03413 5.35688 -0.11330
H 1.42205 2.87406 0.35120
H 0.06168 1.19571 1.49627
H -3.66908 -1.89388 -0.59526
H -4.03904 -1.75984 1.12454
H -0.99250 -0.64125 -0.94604
H 0.15638 -2.38914 2.65239
C 1.41734 -0.92326 -5.09596
P 2.04779 -0.69047 -3.36253
C 1.39073 -2.28664 -2.70543
C 0.67498 0.43173 -2.81931
H 0.36371 -1.21760 -5.13389
H 2.01590 -1.69212 -5.58830
H 1.54552 0.00495 -5.65589
H 0.33678 -2.42559 -2.96613
H 1.49962 -2.33648 -1.62045
H 1.97356 -3.10639 -3.12863
H -0.31147 0.01475 -3.04712
H 0.77590 1.39320 -3.32474
H 0.73582 0.63330 -1.74679
I 0.63305 -0.67641 6.14553
C 2.01561 -0.02948 4.69779
C 3.36382 0.14110 5.06306
C 4.19422 0.61224 3.99083
C 3.68347 0.81961 2.74583
N 2.36048 0.61945 2.39158
C 1.55069 0.20786 3.43913
H 3.73617 -0.07716 6.05063
H 5.24905 0.79160 4.16411
H 4.32748 1.14402 1.93525
H 0.49825 0.06829 3.22603
C 5.42748 -2.01176 0.62548
C 5.43259 -1.38115 -0.77369
C 5.09553 -2.49365 -1.78814
C 6.85407 -0.88405 -1.07184
C 4.39115 -0.26948 -0.87445
H 6.06654 -2.90279 0.67010
H 4.41353 -2.30558 0.91093
H 5.77743 -1.29879 1.37510
H 5.85175 -3.28956 -1.77743
H 5.03640 -2.08254 -2.79932
H 4.12579 -2.93947 -1.54970
H 7.60137 -1.68056 -0.95794
H 7.11834 -0.07050 -0.39160
H 6.91401 -0.50196 -2.09437
H 4.75264 0.46384 -1.61545
```

DFT total energy (eV): -73138.0257
Charge: -1
E_LUMO (spin up / spin down) (eV): 1.91 / 1.91
Gap between HOMO and LUMO (spin up / spin down) (eV): 4.62 / 3.17
HOMO (spin up / spin down) (eV): -2.70 / -1.26



2.
A structure of composition C29H45N9O2SeSiZr, computed with the ωB97M-V functional and the def2-TZVPD basis.

```
88
C29H45N9O2SeSiZr, DFT the ωB97M-V functional and the def2-TZVPD basis
Zr 0.31890 0.16219 0.70225
C -2.39311 0.54110 -1.22704
C -0.65015 2.31589 -1.32725
N 0.64709 2.48176 -0.67320
C 1.84081 2.62402 -1.51224
C 2.54017 1.28589 -1.63412
N 2.54485 0.58005 -0.32561
C 3.64847 -0.43770 -0.35795
C 3.57402 -1.49091 0.72697
C 2.54440 -2.56224 0.43419
N 1.10303 -2.14233 0.48041
C 0.32922 -2.84624 -0.56724
C 0.40715 -1.99915 -1.81554
N -0.16293 -0.65499 -1.50449
C -1.60782 -0.62805 -1.84578
H -3.70212 0.35060 -2.85918
H -3.08081 0.14451 -0.48743
H -1.15732 3.26164 -1.53030
H -0.50556 1.81238 -2.28393
H 0.58929 3.26758 -0.03973
H 2.51023 3.32503 -1.01190
H 1.62611 3.04205 -2.49831
H 3.56347 1.43442 -1.98479
H 2.06168 0.63438 -2.36806
H 2.82765 1.27131 0.37317
H 4.59824 0.09815 -0.31973
H 3.59604 -0.91417 -1.34072
H 3.38717 -1.03043 1.69708
H 4.55005 -1.97488 0.78659
H 2.67750 -3.41667 1.10516
H 2.72766 -2.93232 -0.57691
H 0.76547 -2.44039 1.39112
H -0.70469 -2.94266 -0.23626
H 0.71175 -3.85289 -0.74300
H -0.12040 -2.45375 -2.65505
H 1.44808 -1.86092 -2.11546
H 0.29945 -0.00415 -2.12915
H -2.04680 -1.56424 -1.50636
H -1.70043 -0.61993 -2.93382
O -2.52663 6.07994 3.66897
C -1.27295 5.62847 4.12163
C -0.89004 4.40465 3.33948
C 0.35837 3.81006 3.51573
C 0.65342 2.68198 2.80088
N -0.17720 2.14177 1.88190
C -1.38006 2.71561 1.68903
C -1.73864 3.85884 2.40318
C -2.20458 2.23162 0.55081
C -3.48610 2.60655 0.45111
C -4.47760 2.59689 -0.62924
C -5.75361 3.34418 -0.25344
O -6.68611 3.40102 -1.30142
C -4.35062 2.05397 -1.83657
C -3.24379 1.18277 -2.31584
N -1.48635 1.45097 -0.45826
H -2.81533 6.82498 4.20555
H -1.29570 5.36028 5.18369
H -0.49129 6.38520 3.99111
H 1.08696 4.21124 4.20788
H 1.60696 2.19234 2.93491
H -2.66875 4.36889 2.21118
H -3.86585 3.09520 1.34155
H -5.49158 4.34134 0.11548
H -6.22909 2.81659 0.57786
H -6.62011 4.24545 -1.75647
H -5.17379 2.20385 -2.52647
H -2.62467 1.70067 -3.06034
C -0.11840 -1.91667 5.75921
Si 0.91756 -2.38855 4.31517
C 0.07849 -3.70550 3.30705
C 2.66733 -2.81109 4.71557
Se 1.04779 -0.40275 3.08120
H -0.20761 -2.76504 6.44412
H -1.12660 -1.63943 5.44694
H 0.32926 -1.08683 6.30781
H -0.09548 -4.55024 3.98183
H 0.69325 -4.08364 2.48636
H -0.91136 -3.41823 2.94170
H 2.70704 -3.70299 5.34700
H 3.14455 -1.99700 5.26397
H 3.24303 -3.01892 3.81186
N -1.48660 -0.85389 1.19165
C -2.39619 -1.59491 1.26541
C -3.46850 -2.41697 1.22526
C -3.74524 -3.31328 2.29717
N -3.92507 -4.05319 3.15880
C -4.21579 -2.30528 0.01116
N -4.67321 -2.09918 -1.02614
```

DFT total energy (eV): -122803.4303
Charge: +2
E_LUMO (eV): -6.04
Gap between HOMO and LUMO (eV): 7.42
HOMO (eV): -13.45
ΔE to the lowest compared entry with this formula, charge and spin (kJ/mol): 23.3



3.
A structure of composition C29H46Br6O15S in a non-equilibrium geometry, computed with the ωB97M-V functional and the def2-TZVPD basis.

```
97
C29H46Br6O15S, DFT the ωB97M-V functional and the def2-TZVPD basis
O -2.40753 1.37294 -6.58091
C -2.11844 1.15768 -5.44957
O -0.81518 1.19272 -5.05534
C -0.69194 0.99129 -3.64255
C -2.10511 1.22359 -3.09637
C -3.00211 0.80807 -4.25804
H -0.06609 1.78919 -3.24639
H -0.32315 0.00181 -3.37788
H -2.23675 2.29800 -2.96965
H -2.25068 0.62548 -2.20127
H -3.93530 1.36224 -4.31454
H -3.24115 -0.25625 -4.27246
O 3.56802 -4.25310 2.89046
C 2.71855 -4.45190 2.08170
O 2.57565 -5.65517 1.47196
C 1.42686 -5.69439 0.61881
C 0.57727 -4.50104 1.07197
C 1.66087 -3.51047 1.52595
H 0.94238 -6.65181 0.79891
H 1.68668 -5.60407 -0.44034
H -0.00738 -4.80251 1.94017
H -0.03480 -4.06390 0.28633
H 1.26966 -2.85070 2.29999
H 2.09447 -2.90107 0.73232
O -5.80648 -0.39868 4.38119
C -4.92207 -1.10472 4.00775
O -3.75151 -1.16102 4.68266
C -2.88455 -2.17165 4.15264
C -3.46540 -2.48759 2.74925
C -4.94035 -2.10075 2.86546
H -2.85015 -3.06834 4.76758
H -1.90300 -1.73794 3.99491
H -3.37170 -3.56060 2.56861
H -2.87751 -1.94220 2.01686
H -5.57097 -2.94496 3.13564
H -5.28979 -1.65848 1.93684
O 4.91463 2.58783 -2.33609
C 4.82006 1.39329 -2.41602
O 5.81555 0.67109 -2.98348
C 5.59277 -0.73790 -2.89662
C 4.17026 -0.90334 -2.34525
C 3.73351 0.49250 -1.87811
H 6.31138 -1.16717 -2.19839
H 5.68869 -1.26818 -3.84067
H 4.08798 -1.63159 -1.53728
H 3.43892 -1.22098 -3.09050
H 3.73485 0.61495 -0.79493
H 2.75839 0.73792 -2.28194
O 0.97987 2.83368 -0.02834
C 1.29274 3.53918 -0.94665
O 1.65982 3.02764 -2.13028
C 1.99934 4.06115 -3.06697
C 1.98119 5.37541 -2.28112
C 1.19920 5.04959 -0.99861
H 1.19955 4.11280 -3.80700
H 2.98224 3.90594 -3.49774
H 1.51489 6.19150 -2.83630
H 2.97391 5.77240 -2.06456
H 0.14818 5.32540 -1.07827
H 1.64067 5.49838 -0.11497
O 0.53589 -1.78978 4.44178
C 0.83638 -0.62744 4.45433
O 1.39407 -0.06595 3.37177
C 1.82487 1.26781 3.60963
C 1.72646 1.47088 5.13364
C 0.69842 0.40784 5.53686
H 1.19065 1.95229 3.03386
H 2.81922 1.43605 3.19269
H 1.38718 2.47754 5.36507
H 2.68454 1.27622 5.61145
H -0.32965 0.76378 5.43871
H 0.90524 -0.09053 6.47973
O -3.56293 0.63459 1.50211
S -2.21257 1.00137 1.78048
O -1.51466 0.57570 2.96449
O -1.35223 0.50967 0.50409
C -0.06886 -0.11383 0.73624
C 0.50869 -0.44659 -0.60589
C -1.96890 2.75960 1.55736
H -0.20678 -0.99214 1.36409
H 0.57580 0.60575 1.23066
H 1.50843 -0.87513 -0.52484
H 0.55690 0.40213 -1.28809
H -0.09984 -1.18577 -1.13464
H -0.89686 2.90194 1.66731
H -2.50979 3.23884 2.37225
H -2.34279 3.03679 0.57792
C -5.51228 3.43865 -1.42708
Br -4.81244 1.64757 -1.12098
Br -6.49577 3.58597 -3.05576
Br -4.02924 4.72001 -1.32776
H -6.16333 3.66073 -0.59532
C 0.40808 -5.10896 -3.45459
Br 2.08528 -6.04008 -3.08020
Br 0.01822 -5.09773 -5.33480
Br 0.47948 -3.29048 -2.73065
H -0.35481 -5.59850 -2.86849
```

DFT total energy (eV): -492622.1414
E_LUMO (eV): -0.56
Gap between HOMO and LUMO (eV): 9.24
HOMO (eV): -9.80
ΔE to the lowest compared entry with this formula, charge and spin (kJ/mol): 0.0



Among the records above, which one has the lowest DFT total energy?
C29H46Br6O15S



What is the formula in the first record?
C29H45ClIN4NaOP